Record 1
DFT (ωB97M-V with the def2-TZVPD basis set) results for an isolated molecule of C5H10O2.

```
17
Properties=species:S:1:pos:R:3:mulliken_charge:R:1
C 2.5918 -0.2798 0.3999 -0.7250
O 1.4378 0.2885 -0.1749 -0.2837
C 0.2775 -0.4658 0.0621 -0.8596
C -0.9300 0.1574 -0.6915 0.4667
C -2.2270 -0.5107 -0.3017 -1.4669
C -0.8496 1.8059 0.6246 -0.2362
O -1.0455 1.6493 -0.6626 -0.2785
H 2.4994 -0.3779 1.4926 0.3042
H 3.4260 0.3889 0.1733 0.2498
H 2.8106 -1.2753 -0.0195 0.2926
H 0.0985 -0.5761 1.1452 0.4311
H 0.3918 -1.4849 -0.3574 0.4887
H -0.6942 0.0727 -1.7434 0.3215
H -3.0594 0.0663 -0.7080 0.3844
H -2.2428 -1.5135 -0.7373 0.4085
H -2.3528 -0.5843 0.7836 0.3380
H -0.1323 2.6396 0.7151 0.1643
```

Results
Kohn-Sham gap: 8.829 eV
E: -346.8198 hartree
ΔE to the lowest compared entry with this formula, charge and spin: 539.8 kJ/mol
Total charge: 0



Record 2
DFT (ωB97M-V with the def2-TZVPD basis set) results for a cluster of 16 separate species, C2H36NO16 in total.

```
55
Properties=species:S:1:pos:R:3:mulliken_charge:R:1
N 0.1610 0.6400 -0.1762 0.9060
H -0.2060 1.5440 -0.3372 0.3040
H 0.1570 0.4330 0.7718 0.0493
H 1.0660 0.6830 -0.5452 0.2228
H -0.3290 -0.0110 -0.7392 -0.3042
O -1.6960 -1.3220 1.3978 -0.5623
C -2.4000 -2.3430 2.0858 -0.4622
C -1.4840 -3.4980 2.4138 -0.1636
O -2.2550 -4.5540 3.0018 -0.9867
H -3.2520 -2.5330 1.5428 0.4536
H -2.7990 -1.7560 2.9718 0.2656
H -0.6660 -3.3870 3.0938 0.0594
H -1.0020 -3.8360 1.4648 0.0397
O -0.7950 2.7410 2.0468 -0.6264
H 0.1410 2.8020 2.0668 0.2944
H -0.9500 2.5630 2.9898 0.3662
O 1.8410 2.7610 1.5558 -0.6729
H 2.5840 2.2520 1.3358 0.2717
H 1.8900 3.5990 1.0818 0.2647
O -0.2950 -0.3070 3.3138 -0.7122
H 0.6560 -0.3150 3.1368 0.3138
H -0.6390 -0.9030 2.6608 0.1087
O -0.2370 2.4160 -3.2732 -0.6867
H -1.1270 2.1330 -3.4852 0.3474
H -0.3400 3.0340 -2.5492 0.2712
O 0.7430 -2.2460 1.1448 -0.7735
H -0.1640 -1.9150 1.2558 0.0215
H 1.1330 -2.4080 2.0188 0.2909
O 0.2920 -3.1660 -1.2772 -0.6446
H 0.3100 -4.1030 -1.3142 0.2385
H 0.5690 -2.8520 -0.4102 0.3549
O -0.4210 4.0460 -0.9482 -0.6065
H -0.4800 4.8700 -1.3982 0.2691
H -0.4480 4.3690 -0.0362 0.2404
O -2.8960 1.0240 1.7178 -0.7580
H -2.5710 0.1390 1.6418 0.3851
H -2.1150 1.4610 1.9848 0.3220
O -2.7460 -0.3810 -0.7942 -0.7277
H -2.3440 -0.8510 -0.0172 0.4646
H -2.3700 -0.6090 -1.6402 0.2816
O 1.8420 -0.1730 -3.2062 -0.5770
H 1.7070 -1.1170 -3.0522 0.2946
H 1.0910 0.1590 -3.7042 0.2904
O -0.7530 -1.2110 -2.8492 -0.5467
H -0.3800 -1.9650 -2.3952 0.3383
H -1.1260 -1.6430 -3.6362 0.2703
O 3.4200 0.9870 -0.7742 -0.6410
H 3.3810 0.0620 -0.9992 0.2761
H 3.0170 1.5960 -1.4052 0.3961
O 2.1380 2.7050 -2.1462 -0.6135
H 1.9650 3.5450 -1.6942 0.2525
H 1.3820 2.5670 -2.7182 0.4484
O 2.7650 -1.5660 -0.4632 -0.6203
H 2.0440 -1.7440 0.1668 0.4313
H 2.9900 -2.4160 -0.8792 0.2807
```

Results
Kohn-Sham gap: 2.855 eV
E: -1356.3054 hartree
ΔE to the lowest compared entry with this formula, charge and spin: 357.1 kJ/mol
Total charge: -1